No. 1
{
  "formula": "C24H64AsF6N4O20P4",
  "method": "ωB97M-V with the def2-TZVPD basis set",
  "symbols": ["As", "F", "F", "F", "F", "F", "F", "C", "O", "N", "C", "C", "H", "H", "H", "H", "H", "H", "H", "C", "O", "N", "C", "C", "H", "H", "H", "H", "H", "H", "H", "C", "O", "N", "C", "C", "H", "H", "H", "H", "H", "H", "H", "C", "O", "N", "C", "C", "H", "H", "H", "H", "H", "H", "H", "C", "O", "P", "O", "O", "C", "O", "C", "H", "H", "H", "H", "H", "H", "H", "H", "H", "C", "O", "P", "O", "O", "C", "O", "C", "H", "H", "H", "H", "H", "H", "H", "H", "H", "C", "O", "P", "O", "O", "C", "O", "C", "H", "H", "H", "H", "H", "H", "H", "H", "H", "C", "O", "P", "O", "O", "C", "O", "C", "H", "H", "H", "H", "H", "H", "H", "H", "H"],
  "xyz": [[0.16, -0.38, -0.37], [0.26, 1.36, -0.50], [-0.44, -0.43, -2.00], [0.13, -2.12, -0.25], [0.75, -0.28, 1.28], [-1.47, -0.19, 0.30], [1.86, -0.59, -0.91], [5.17, -3.34, 2.17], [5.86, -3.86, 3.03], [3.86, -3.60, 1.96], [3.17, -2.91, 0.91], [3.13, -4.59, 2.74], [5.49, -2.52, 1.51], [2.27, -2.37, 1.24], [2.73, -3.55, 0.14], [3.70, -2.12, 0.38], [2.60, -5.34, 2.16], [3.85, -5.15, 3.34], [2.54, -3.98, 3.42], [-2.28, -3.99, 0.54], [-2.58, -4.72, 1.48], [-2.63, -4.24, -0.74], [-2.54, -3.17, -1.71], [-3.33, -5.46, -1.13], [-1.68, -3.07, 0.59], [-1.93, -3.46, -2.58], [-2.24, -2.18, -1.37], [-3.55, -3.00, -2.10], [-3.48, -6.22, -0.37], [-4.27, -5.19, -1.60], [-2.68, -5.92, -1.88], [4.60, -1.46, -2.20], [5.64, -1.69, -1.61], [4.58, -1.05, -3.50], [3.29, -0.98, -4.21], [5.76, -0.95, -4.30], [3.57, -1.47, -1.82], [2.56, -0.58, -3.51], [3.02, -2.01, -4.45], [3.37, -0.37, -5.11], [6.66, -0.95, -3.69], [5.86, -1.92, -4.82], [5.76, -0.18, -5.07], [-1.25, 2.83, -5.88], [-1.12, 4.04, -5.79], [-0.71, 1.93, -5.03], [-0.94, 0.52, -5.28], [0.08, 2.44, -3.91], [-1.87, 2.40, -6.68], [-1.69, 0.46, -6.07], [-1.34, 0.10, -4.36], [-0.07, -0.01, -5.68], [1.14, 2.35, -4.16], [-0.18, 3.47, -3.68], [-0.13, 1.85, -3.01], [0.38, -1.79, 8.16], [-0.21, -2.26, 6.93], [-0.30, -1.43, 5.61], [-1.35, -0.41, 5.50], [1.19, -0.86, 5.34], [1.37, 0.18, 4.38], [-0.34, -2.53, 4.43], [-0.77, -2.29, 3.07], [-0.26, -2.11, 8.98], [0.37, -0.70, 8.11], [1.38, -2.21, 8.19], [1.97, -0.09, 3.51], [1.97, 0.94, 4.88], [0.47, 0.70, 4.07], [-1.72, -2.81, 2.99], [-0.02, -2.62, 2.36], [-1.02, -1.25, 2.89], [4.02, 2.40, -2.60], [5.06, 2.95, -1.86], [4.78, 3.64, -0.46], [3.89, 4.80, -0.49], [4.37, 2.43, 0.51], [3.04, 2.25, 0.95], [6.25, 4.01, 0.03], [7.32, 3.01, -0.03], [3.96, 1.31, -2.55], [4.06, 2.61, -3.68], [3.08, 2.93, -2.37], [3.04, 2.27, 2.04], [2.70, 1.24, 0.70], [2.27, 2.90, 0.53], [7.59, 2.77, 1.00], [8.15, 3.57, -0.47], [7.03, 2.19, -0.67], [-2.56, 2.55, -0.99], [-2.06, 3.13, 0.24], [-1.91, 4.71, 0.25], [-1.48, 5.21, 1.57], [-3.31, 5.30, -0.14], [-4.31, 5.33, 0.88], [-0.96, 5.03, -1.02], [0.46, 4.95, -0.90], [-1.98, 2.83, -1.86], [-3.60, 2.88, -1.05], [-2.55, 1.47, -0.89], [-4.31, 6.31, 1.34], [-4.08, 4.70, 1.74], [-5.30, 5.05, 0.54], [0.81, 3.95, -1.19], [0.82, 5.11, 0.11], [0.86, 5.65, -1.63], [-5.12, -1.59, 3.27], [-5.84, -0.69, 2.46], [-6.64, -1.18, 1.17], [-7.34, -2.46, 1.37], [-5.61, -1.12, -0.07], [-4.89, 0.10, -0.29], [-7.55, 0.08, 0.79], [-8.64, -0.18, -0.11], [-5.33, -1.40, 4.32], [-4.04, -1.54, 3.11], [-5.44, -2.61, 3.05], [-4.56, 0.20, -1.32], [-4.02, -0.03, 0.36], [-5.40, 1.03, -0.02], [-9.35, 0.63, 0.08], [-9.09, -1.15, 0.13], [-8.39, -0.20, -1.17]],
  "charge": -1,
  "gap_ha": 0.329,
  "homo_ev": -7.0
}

No. 2
{
  "formula": "C24H64AsF6O24S8",
  "method": "ωB97M-V with the def2-TZVPD basis set",
  "symbols": ["As", "F", "F", "F", "F", "F", "F", "O", "S", "O", "O", "C", "C", "C", "H", "H", "H", "H", "H", "H", "H", "H", "O", "S", "O", "O", "C", "C", "C", "H", "H", "H", "H", "H", "H", "H", "H", "O", "S", "O", "O", "C", "C", "C", "H", "H", "H", "H", "H", "H", "H", "H", "O", "S", "O", "O", "C", "C", "C", "H", "H", "H", "H", "H", "H", "H", "H", "O", "S", "O", "O", "C", "C", "C", "H", "H", "H", "H", "H", "H", "H", "H", "O", "S", "O", "O", "C", "C", "C", "H", "H", "H", "H", "H", "H", "H", "H", "O", "S", "O", "O", "C", "C", "C", "H", "H", "H", "H", "H", "H", "H", "H", "O", "S", "O", "O", "C", "C", "C", "H", "H", "H", "H", "H", "H", "H", "H"],
  "xyz": [[-19.13, -28.62, 5.78], [-17.39, -28.73, 5.85], [-19.19, -29.93, 6.91], [-20.85, -28.55, 5.78], [-19.05, -27.35, 4.63], [-19.14, -29.79, 4.49], [-19.06, -27.45, 7.05], [-16.73, -33.34, 5.03], [-17.72, -33.65, 4.07], [-17.73, -33.06, 2.76], [-17.91, -35.22, 3.96], [-18.62, -35.74, 2.83], [-17.78, -36.03, 1.61], [-19.26, -33.25, 4.83], [-19.38, -35.00, 2.55], [-19.16, -36.62, 3.16], [-16.74, -36.27, 1.84], [-17.71, -35.14, 0.98], [-18.15, -36.88, 1.05], [-19.28, -32.18, 5.03], [-19.35, -33.88, 5.71], [-20.04, -33.45, 4.10], [-22.82, -26.19, 7.76], [-22.62, -26.89, 8.98], [-21.46, -26.70, 9.79], [-23.85, -26.57, 9.96], [-24.04, -25.18, 10.26], [-24.42, -25.06, 11.71], [-22.96, -28.60, 8.77], [-24.86, -24.79, 9.65], [-23.15, -24.61, 10.00], [-24.71, -24.03, 11.92], [-23.59, -25.34, 12.37], [-25.27, -25.70, 11.94], [-23.93, -28.70, 8.29], [-23.03, -29.02, 9.77], [-22.21, -29.04, 8.11], [-21.19, -32.72, 1.77], [-20.92, -32.45, 0.39], [-21.94, -32.54, -0.59], [-20.32, -31.01, 0.26], [-19.28, -30.53, 1.15], [-19.50, -29.06, 1.31], [-19.53, -33.40, -0.19], [-18.32, -30.71, 0.66], [-19.24, -30.99, 2.14], [-19.67, -28.53, 0.37], [-18.63, -28.61, 1.80], [-20.25, -28.73, 2.04], [-18.63, -33.17, 0.38], [-19.42, -33.28, -1.26], [-19.76, -34.43, 0.06], [-17.75, -29.80, 10.58], [-17.17, -28.52, 10.87], [-16.67, -28.25, 12.17], [-15.94, -28.25, 9.91], [-16.20, -28.34, 8.49], [-14.90, -28.61, 7.78], [-18.27, -27.24, 10.34], [-16.59, -27.38, 8.14], [-16.96, -29.09, 8.29], [-15.03, -28.77, 6.72], [-14.42, -29.51, 8.17], [-14.19, -27.81, 7.99], [-17.65, -26.35, 10.34], [-19.02, -27.16, 11.12], [-18.73, -27.41, 9.37], [-13.26, -30.35, 0.50], [-12.49, -30.15, 1.68], [-11.73, -28.96, 1.85], [-13.41, -30.25, 2.96], [-14.68, -30.97, 2.85], [-15.82, -30.00, 2.82], [-11.45, -31.56, 1.93], [-14.73, -31.63, 3.72], [-14.64, -31.64, 1.99], [-15.94, -29.64, 1.79], [-15.69, -29.14, 3.47], [-16.77, -30.46, 3.11], [-10.72, -31.30, 2.69], [-10.93, -31.76, 1.00], [-12.09, -32.37, 2.27], [-15.33, -34.14, 8.02], [-16.66, -33.71, 8.30], [-17.82, -34.42, 7.84], [-16.74, -33.68, 9.88], [-18.04, -33.38, 10.46], [-17.78, -33.02, 11.91], [-16.83, -32.00, 7.91], [-18.66, -34.26, 10.35], [-18.49, -32.53, 9.95], [-17.14, -33.75, 12.41], [-18.74, -33.11, 12.44], [-17.48, -31.99, 12.06], [-17.89, -31.75, 8.00], [-16.36, -31.83, 6.94], [-16.22, -31.45, 8.62], [-23.46, -30.20, 6.07], [-23.89, -30.39, 4.72], [-24.78, -31.46, 4.42], [-24.60, -29.08, 4.18], [-24.08, -27.80, 4.67], [-24.77, -26.70, 3.91], [-22.48, -30.49, 3.65], [-23.00, -27.77, 4.59], [-24.32, -27.76, 5.73], [-24.51, -26.74, 2.86], [-24.42, -25.77, 4.36], [-25.85, -26.74, 4.06], [-21.96, -31.41, 3.89], [-21.87, -29.62, 3.85], [-22.85, -30.53, 2.63], [-20.28, -22.93, 3.64], [-21.19, -23.63, 2.82], [-22.59, -23.41, 2.91], [-20.73, -23.33, 1.33], [-21.67, -23.56, 0.26], [-21.17, -22.90, -0.98], [-20.92, -25.38, 2.93], [-22.64, -23.18, 0.57], [-21.77, -24.64, 0.10], [-21.78, -23.31, -1.80], [-20.16, -23.19, -1.25], [-21.38, -21.83, -1.02], [-21.77, -25.87, 2.47], [-20.78, -25.61, 3.99], [-20.05, -25.68, 2.36]],
  "e_above_lowest_kcal_mol": 0.0,
  "charge": -1,
  "gap_ha": 0.397,
  "homo_ev": -8.9
}